Record 1
{"formula": "C19H52F2N14O7", "method": "wB97M-V/def2-TZVPD", "max_force_ev_per_a": 1.1, "lumo_energy_ev": 0.56, "total_energy_ev": -61179.121, "homo_ev": -9.0274, "elements": ["C", "C", "C", "O", "C", "C", "C", "C", "C", "F", "N", "F", "C", "C", "C", "C", "C", "N", "H", "H", "H", "H", "H", "H", "H", "H", "H", "H", "H", "H", "H", "H", "H", "H", "H", "H", "H", "H", "H", "H", "H", "H", "H", "H", "H", "H", "C", "O", "N", "N", "H", "H", "H", "H", "C", "O", "N", "N", "H", "H", "H", "H", "C", "O", "N", "N", "H", "H", "H", "H", "C", "O", "N", "N", "H", "H", "H", "H", "C", "O", "N", "N", "H", "H", "H", "H", "C", "O", "N", "N", "H", "H", "H", "H"], "xyz": [[-2.035, 3.223, -3.028], [-0.667, 2.638, -2.660], [-0.540, 1.157, -3.000], [0.793, 0.678, -3.034], [1.616, 1.080, -1.966], [1.136, 0.750, -0.547], [1.446, 1.912, 0.435], [0.199, 2.535, 1.103], [0.090, 2.245, 2.589], [1.301, 2.452, 3.213], [1.831, -0.433, -0.025], [1.708, -1.432, -1.064], [1.199, -1.004, 1.156], [1.394, -2.512, 1.303], [0.293, -3.374, 0.671], [-1.039, -3.309, 1.436], [-2.056, -2.206, 1.050], [-2.107, -1.763, -0.341], [-2.318, 2.916, -4.035], [-1.970, 4.310, -2.971], [-2.779, 2.880, -2.311], [-0.543, 2.743, -1.575], [0.170, 3.182, -3.102], [-0.954, 0.979, -3.994], [-1.173, 0.573, -2.316], [2.556, 0.547, -2.119], [1.849, 2.147, -2.030], [0.053, 0.565, -0.491], [1.964, 2.712, -0.094], [2.133, 1.564, 1.205], [0.245, 3.618, 0.976], [-0.726, 2.187, 0.636], [-0.233, 1.222, 2.787], [-0.633, 2.919, 3.046], [1.680, -0.507, 2.001], [0.126, -0.768, 1.228], [1.394, -2.741, 2.373], [2.379, -2.800, 0.933], [0.195, -3.132, -0.390], [0.633, -4.410, 0.697], [-0.797, -3.163, 2.495], [-1.543, -4.277, 1.367], [-3.057, -2.564, 1.299], [-1.873, -1.322, 1.663], [-1.233, -1.366, -0.657], [-2.368, -2.513, -0.968], [2.581, 5.154, -2.709], [1.787, 4.785, -1.861], [2.486, 6.375, -3.313], [3.626, 4.374, -3.123], [3.125, 6.699, -4.013], [1.728, 6.968, -3.029], [3.723, 3.470, -2.699], [4.287, 4.659, -3.820], [1.398, 5.928, 5.503], [0.989, 7.073, 5.564], [1.077, 5.077, 4.486], [2.222, 5.397, 6.462], [1.405, 4.131, 4.419], [0.478, 5.436, 3.766], [2.480, 5.994, 7.225], [2.572, 4.458, 6.432], [3.487, -4.789, -1.682], [2.981, -5.195, -0.649], [3.204, -3.573, -2.222], [4.396, -5.542, -2.383], [3.632, -3.252, -3.070], [2.547, -2.966, -1.765], [4.628, -6.444, -2.010], [4.830, -5.238, -3.233], [-3.609, -0.706, -5.215], [-3.728, 0.135, -4.344], [-2.384, -1.145, -5.645], [-4.683, -1.284, -5.831], [-2.263, -1.837, -6.359], [-1.572, -0.749, -5.206], [-5.594, -0.996, -5.528], [-4.602, -1.982, -6.546], [1.766, -2.954, 5.617], [0.824, -2.490, 5.000], [2.130, -2.489, 6.851], [2.531, -3.974, 5.126], [2.901, -2.856, 7.376], [1.585, -1.741, 7.236], [2.290, -4.336, 4.221], [3.311, -4.369, 5.616], [-6.883, -2.576, 0.094], [-7.690, -1.792, -0.365], [-7.265, -3.639, 0.872], [-5.536, -2.470, -0.115], [-6.622, -4.299, 1.267], [-8.246, -3.746, 1.050], [-5.193, -1.707, -0.670], [-4.879, -3.115, 0.279]], "atomic_forces_ev_per_a": [[0.662, -0.137, 0.073], [0.056, -0.216, 0.417], [-0.542, 0.304, -0.102], [-0.079, -0.248, 0.081], [0.414, -0.126, -0.048], [0.039, 0.191, 0.531], [-0.353, -0.064, 0.021], [0.388, 0.072, 0.158], [-0.948, -0.109, -0.584], [0.735, 0.024, 0.431], [0.414, 0.070, -0.295], [-0.486, 0.191, -0.152], [-0.088, -0.225, 0.570], [-0.067, -0.154, 0.162], [0.183, -0.035, 0.081], [-0.051, 0.125, -0.013], [0.328, 0.012, -0.213], [-0.334, 0.002, 0.140], [-0.181, 0.098, 0.054], [-0.185, 0.016, -0.058], [-0.192, -0.032, -0.176], [0.145, 0.173, -0.122], [-0.203, 0.069, -0.183], [0.130, 0.018, -0.049], [0.142, -0.075, 0.006], [0.027, 0.010, 0.011], [-0.296, 0.064, 0.014], [0.039, -0.008, -0.401], [0.037, -0.115, -0.078], [0.060, -0.008, 0.008], [-0.088, 0.019, -0.071], [0.009, 0.080, -0.020], [0.189, -0.116, 0.057], [-0.091, 0.027, 0.113], [-0.014, 0.057, -0.021], [0.046, 0.062, -0.231], [0.015, 0.153, 0.015], [-0.019, 0.016, -0.131], [-0.203, -0.016, 0.073], [0.105, 0.014, -0.024], [-0.122, -0.159, 0.001], [0.061, -0.008, -0.114], [0.025, 0.128, 0.195], [-0.133, 0.022, 0.008], [0.088, -0.128, -0.050], [0.173, -0.011, -0.065], [0.056, 0.057, -0.076], [-0.013, -0.093, 0.120], [-0.023, 0.043, -0.013], [0.016, -0.035, 0.021], [-0.001, -0.019, 0.012], [0.014, -0.018, 0.003], [-0.001, 0.016, -0.012], [-0.022, 0.008, 0.003], [0.014, -0.046, -0.002], [-0.018, 0.053, 0.004], [-0.035, -0.018, 0.031], [0.037, -0.010, 0.063], [-0.012, 0.061, -0.061], [0.036, 0.028, 0.008], [-0.014, -0.002, -0.024], [-0.015, 0.011, -0.025], [0.041, -0.016, -0.019], [-0.039, 0.003, 0.074], [0.083, -0.050, -0.224], [0.013, -0.025, -0.001], [-0.007, -0.019, 0.021], [0.043, -0.015, 0.149], [-0.014, 0.019, 0.006], [-0.018, 0.010, 0.013], [0.123, -0.041, 0.016], [0.015, 0.058, 0.037], [0.019, 0.006, -0.020], [-0.113, -0.017, -0.055], [-0.016, 0.005, 0.016], [-0.016, -0.029, 0.008], [0.020, 0.002, 0.014], [0.015, 0.004, 0.021], [0.060, -0.049, -0.014], [-0.071, 0.053, -0.082], [0.008, 0.040, 0.057], [-0.002, -0.028, -0.020], [-0.011, -0.009, -0.020], [0.002, -0.021, -0.016], [0.009, 0.005, 0.004], [-0.011, 0.020, -0.002], [0.053, -0.021, 0.042], [-0.044, 0.058, -0.065], [-0.020, -0.067, 0.025], [-0.018, -0.034, -0.071], [0.001, 0.022, -0.007], [0.019, 0.019, -0.008], [0.005, 0.024, 0.052], [0.014, 0.030, -0.003]]}

Record 2
{"formula": "C19H53N20O17P", "method": "wB97M-V/def2-TZVPD", "max_force_ev_per_a": 9.5, "lumo_energy_ev": -1.61, "total_energy_ev": -94464.327, "homo_ev": -8.6122, "elements": ["C", "C", "O", "C", "C", "O", "C", "C", "C", "P", "O", "O", "C", "O", "O", "C", "O", "H", "H", "H", "H", "H", "H", "H", "H", "H", "H", "H", "H", "H", "C", "O", "N", "N", "H", "H", "H", "H", "C", "O", "N", "N", "H", "H", "H", "H", "C", "O", "N", "N", "H", "H", "H", "H", "C", "O", "N", "N", "H", "H", "H", "H", "C", "O", "N", "N", "H", "H", "H", "H", "C", "O", "N", "N", "H", "H", "H", "H", "C", "O", "N", "N", "H", "H", "H", "H", "C", "O", "N", "N", "H", "H", "H", "H", "C", "O", "N", "N", "H", "H", "H", "H", "C", "O", "N", "N", "H", "H", "H", "H"], "xyz": [[2.622, 1.937, 0.432], [1.644, 0.584, 0.535], [1.731, -0.068, -0.783], [0.406, -0.423, -1.319], [-0.550, 0.866, -1.691], [-1.690, 0.391, -2.512], [-2.922, 1.181, -2.178], [-3.651, 0.545, -0.855], [-4.183, 1.318, 0.299], [-4.253, 3.185, 0.691], [-3.741, 3.514, 2.357], [-3.278, 4.146, -0.384], [-4.803, 0.188, 1.365], [-5.456, 0.673, 2.424], [-4.461, -1.180, 0.945], [-4.021, -1.029, -0.467], [-3.970, -2.046, -1.359], [2.852, 2.107, -0.727], [2.090, 2.886, 0.862], [3.656, 1.693, 0.940], [2.124, -0.120, 1.370], [0.559, 0.846, 0.888], [-0.211, -1.135, -0.623], [0.606, -1.014, -2.336], [0.120, 1.652, -2.284], [-0.883, 1.429, -0.704], [-2.561, 2.288, -2.069], [-3.655, 1.040, -3.107], [-3.695, 4.525, 2.495], [-2.342, 3.802, -0.474], [-4.134, -6.328, 0.413], [-4.082, -7.496, 0.763], [-3.833, -5.928, -0.835], [-4.497, -5.335, 1.245], [-3.869, -4.971, -1.142], [-3.554, -6.644, -1.493], [-4.732, -5.593, 2.195], [-4.546, -4.367, 0.976], [-3.981, 7.522, 3.806], [-3.568, 6.432, 3.441], [-3.984, 7.904, 5.095], [-4.471, 8.437, 2.950], [-4.320, 8.796, 5.415], [-3.624, 7.244, 5.772], [-4.486, 8.189, 1.970], [-4.815, 9.339, 3.232], [-2.953, -0.450, 6.070], [-2.237, -0.591, 7.049], [-3.082, 0.723, 5.426], [-3.677, -1.457, 5.548], [-3.666, 0.858, 4.618], [-2.554, 1.507, 5.787], [-3.608, -2.358, 6.004], [-4.272, -1.361, 4.743], [-0.466, 5.123, -2.498], [-0.960, 4.187, -1.891], [-1.040, 6.339, -2.553], [0.698, 5.024, -3.166], [-0.648, 7.122, -3.048], [-1.917, 6.456, -2.064], [1.163, 4.126, -3.150], [1.121, 5.784, -3.672], [3.501, 0.097, -3.860], [2.457, 0.729, -3.841], [3.843, -0.773, -2.893], [4.405, 0.215, -4.850], [4.699, -1.302, -2.891], [3.190, -0.892, -2.129], [4.186, 0.861, -5.598], [5.271, -0.296, -4.883], [6.529, -1.143, -0.332], [6.258, -2.044, -1.111], [5.754, -0.054, -0.182], [7.627, -1.159, 0.444], [5.961, 0.698, 0.454], [4.917, -0.002, -0.748], [8.238, -1.962, 0.362], [7.867, -0.427, 1.091], [9.049, 1.314, -2.719], [8.353, 2.308, -2.848], [8.636, 0.218, -2.057], [10.291, 1.224, -3.227], [9.195, -0.611, -1.940], [7.706, 0.243, -1.659], [10.641, 2.028, -3.733], [10.880, 0.414, -3.131], [0.219, 4.882, 1.381], [0.632, 3.793, 1.017], [0.216, 5.264, 2.671], [-0.271, 5.798, 0.526], [-0.120, 6.157, 2.991], [0.576, 4.604, 3.348], [-0.286, 5.550, -0.455], [-0.615, 6.700, 0.807], [-0.770, -8.645, 3.101], [0.142, -9.285, 3.600], [-1.028, -7.367, 3.433], [-1.598, -9.160, 2.173], [-1.774, -6.824, 3.032], [-0.429, -6.942, 4.127], [-1.438, -10.119, 1.895], [-2.354, -8.648, 1.751], [-2.199, -8.165, -3.973], [-3.243, -7.534, -3.955], [-1.857, -9.035, -3.006], [-1.295, -8.047, -4.963], [-1.001, -9.564, -3.005], [-2.510, -9.154, -2.242], [-1.514, -7.402, -5.711], [-0.429, -8.558, -4.996]], "atomic_forces_ev_per_a": [[0.124, -0.688, -0.659], [1.581, 0.871, 1.037], [-2.712, 0.063, 0.901], [-0.818, -0.518, -1.382], [1.688, 0.551, 0.358], [-0.621, 1.766, 1.952], [0.422, -1.548, -0.824], [-1.906, 1.693, 4.127], [2.854, -4.741, -1.705], [-1.281, 2.585, 0.587], [0.354, 0.259, -2.553], [0.405, -3.058, 1.933], [-1.644, 4.691, 3.137], [4.154, -4.606, -6.341], [-0.429, 3.324, -1.875], [0.609, -3.407, -5.559], [-0.421, 6.558, 6.893], [-0.598, -0.379, 2.460], [1.544, -2.262, -0.803], [-2.038, 0.574, -0.836], [-1.154, 1.250, -1.877], [1.995, -0.445, -1.006], [1.300, 1.255, -0.991], [-0.385, 1.410, 2.257], [-1.547, -1.772, 1.055], [0.380, -1.257, -1.933], [-1.282, -2.020, 0.170], [1.628, 0.371, 2.113], [-0.212, -1.824, -0.427], [-0.890, 0.827, -0.130], [0.131, 0.066, -0.570], [0.231, -0.671, 0.394], [0.345, -0.234, -0.879], [-0.392, 0.657, 1.388], [-0.018, -0.070, 0.027], [-0.153, 0.292, -0.041], [0.027, 0.131, -0.392], [0.011, -0.142, -0.036], [-0.018, -0.212, -0.024], [0.231, -0.458, -0.215], [0.269, -0.118, 1.276], [-0.316, 0.570, -1.231], [0.052, -0.179, -0.074], [-0.173, 0.261, -0.214], [-0.060, 0.118, 0.376], [0.052, -0.190, -0.042], [0.489, 0.083, 0.602], [0.066, -0.046, 0.105], [0.170, 1.354, -0.369], [-0.634, -1.454, -0.281], [0.024, 0.034, 0.072], [-0.237, -0.322, -0.188], [-0.036, 0.377, -0.188], [0.073, 0.052, 0.138], [0.297, -0.295, -0.844], [-0.151, -0.373, 0.263], [-0.982, 1.087, 0.407], [0.813, -0.564, -0.261], [-0.045, -0.167, 0.067], [0.198, -0.042, -0.250], [-0.051, 0.220, -0.038], [-0.098, -0.148, 0.098], [-0.466, 0.091, 0.308], [-0.301, 0.314, -0.137], [0.042, -0.611, 1.002], [0.681, 0.472, -1.379], [-0.021, -0.053, 0.088], [0.054, 0.060, -0.087], [0.131, -0.274, 0.311], [-0.158, 0.109, 0.064], [-0.578, -0.367, 0.097], [0.059, -0.198, -0.378], [-0.747, 0.780, -0.248], [1.297, -0.558, 0.654], [-0.059, -0.115, -0.090], [0.124, 0.125, 0.121], [-0.260, 0.289, 0.123], [-0.063, -0.126, -0.122], [-0.597, 0.500, -0.008], [-0.011, 0.093, -0.017], [-0.669, -0.709, 0.595], [1.415, 0.351, -0.766], [-0.165, 0.156, -0.034], [0.391, 0.038, -0.267], [-0.118, -0.342, 0.204], [-0.136, 0.163, -0.022], [-0.090, 0.026, 0.014], [-0.657, 0.112, 0.032], [0.318, -0.098, 1.359], [-0.219, 0.641, -1.062], [-0.023, -0.201, -0.077], [-0.190, 0.267, -0.226], [-0.085, 0.042, 0.689], [0.070, -0.217, 0.043], [0.388, -0.632, 0.062], [0.215, -0.055, 0.148], [0.080, 1.477, 0.720], [-0.489, -0.890, -0.868], [0.096, -0.155, -0.005], [-0.251, -0.172, -0.295], [-0.063, 0.416, 0.166], [-0.155, 0.066, -0.053], [-0.481, 0.256, 0.035], [-0.142, 0.172, 0.143], [-0.059, -0.775, 1.191], [0.651, 0.434, -1.276], [-0.162, 0.122, 0.017], [0.263, -0.015, -0.239], [0.115, -0.258, 0.294], [-0.184, 0.106, 0.023]]}